1.
ORCA calculation (ωB97M-V with the def2-TZVPD basis set) on one molecule with the formula C14H21N3O5S at a distorted geometry.

Each line ends with the natural charge from an NBO analysis.
CARTESIAN COORDINATES (ANGSTROEM)
C (-3.4441, -1.3264, -3.5859)  -0.2422
O (-2.8772, -0.0570, -3.3965)  -0.5464
C (-3.4216, 0.6362, -2.3010)  -0.0677
C (-2.7162, 2.0004, -2.1938)  -0.0595
C (-2.9700, 2.8403, -3.4403)  -0.6134
N (-1.2909, 1.8153, -2.0631)  -0.5669
C (-0.6228, 1.4173, -0.9734)  0.2459
C (-1.2469, 1.3241, 0.2953)  -0.3025
C (-0.5513, 0.9631, 1.4188)  -0.1113
C (0.8076, 0.6668, 1.3396)  -0.4034
S (1.7283, 0.2363, 2.8118)  2.3160
O (2.6786, 1.2734, 3.0835)  -0.9336
O (0.7777, -0.0943, 3.8406)  -0.9518
N (2.5637, -1.1070, 2.2432)  -0.6687
C (3.8810, -1.3253, 2.8236)  -0.2402
C (3.7424, -2.4818, 3.8359)  -0.4273
C (2.2583, -2.8642, 3.7802)  -0.4242
C (1.8195, -2.3400, 2.4119)  -0.2319
C (1.4540, 0.7292, 0.1352)  -0.1127
C (0.7647, 1.0916, -1.0257)  -0.0154
N (1.5123, 1.0907, -2.2335)  0.5223
O (2.6464, 0.6564, -2.2052)  -0.3791
O (0.9918, 1.5163, -3.2603)  -0.4219
H (-4.5212, -1.2559, -3.7819)  0.1653
H (-2.9452, -1.7622, -4.4485)  0.1987
H (-3.2872, -1.9673, -2.7092)  0.1664
H (-3.2687, 0.0581, -1.3752)  0.1699
H (-4.5040, 0.7869, -2.4360)  0.1700
H (-3.1035, 2.5251, -1.3132)  0.1998
H (-4.0283, 3.0670, -3.5333)  0.2164
H (-2.4156, 3.7730, -3.3820)  0.2208
H (-2.6505, 2.2891, -4.3204)  0.2246
H (-0.7732, 1.7709, -2.9395)  0.4400
H (-2.2961, 1.5539, 0.3778)  0.2211
H (-1.0328, 0.8972, 2.3818)  0.2451
H (4.2094, -0.3911, 3.2769)  0.2406
H (4.5705, -1.5849, 2.0155)  0.2002
H (4.3681, -3.3215, 3.5334)  0.2067
H (4.0399, -2.1755, 4.8363)  0.2193
H (2.0937, -3.9339, 3.8912)  0.2151
H (1.6984, -2.3319, 4.5488)  0.2267
H (0.7531, -2.1280, 2.3546)  0.2240
H (2.1024, -3.0273, 1.6090)  0.1981
H (2.5054, 0.4971, 0.0730)  0.2671

Calculated values
E_LUMO ... -0.52 eV
Molar mass ... 343.40 g mol⁻¹
ΔE to the lowest compared entry with this formula, charge and spin ... 4.5436 eV
HOMO level ... -8.6 eV



2.
ORCA calculation (ωB97M-V with the def2-TZVPD basis set) on a 7-piece molecular cluster, C14H21N7 overall at a distorted geometry.

Each line ends with the natural charge from an NBO analysis.
CARTESIAN COORDINATES (ANGSTROEM)
C (0.6973, -4.6524, -2.5045)  -0.7204
C (-0.4019, -3.6821, -2.4928)  0.3012
N (-1.2792, -2.9446, -2.4731)  -0.3496
H (0.4421, -5.4957, -1.8700)  0.2604
H (1.5913, -4.0740, -2.2760)  0.2521
H (0.8204, -5.0606, -3.5088)  0.2594
C (3.6207, 2.4381, 1.1003)  -0.7266
C (3.5787, 2.2312, 2.5446)  0.3040
N (3.5524, 2.0730, 3.6806)  -0.3566
H (4.2298, 1.6195, 0.7103)  0.2309
H (4.0442, 3.3981, 0.8165)  0.2649
H (2.6427, 2.3796, 0.6270)  0.2800
C (4.3997, -1.6839, -0.8513)  -0.7176
C (3.3595, -0.8364, -1.4571)  0.2902
N (2.5941, -0.1343, -1.9439)  -0.3410
H (4.7305, -2.3448, -1.6509)  0.2550
H (3.9816, -2.1728, 0.0238)  0.2560
H (5.2376, -1.0584, -0.5506)  0.2609
C (-0.7803, 4.3664, 1.6578)  -0.7303
C (0.5179, 4.8650, 1.1980)  0.3112
N (1.5424, 5.2499, 0.8748)  -0.3599
H (-1.0772, 5.0205, 2.4829)  0.2475
H (-0.6765, 3.3263, 1.9515)  0.2770
H (-1.6131, 4.4651, 0.9631)  0.2537
C (-2.8719, -0.0877, 3.5547)  -0.7247
C (-3.3150, -0.1400, 2.1657)  0.3072
N (-3.6453, -0.2191, 1.0669)  -0.3549
H (-2.8383, 0.9559, 3.8666)  0.2581
H (-1.8592, -0.4851, 3.6292)  0.2586
H (-3.4849, -0.6595, 4.2448)  0.2575
C (-0.2047, -0.8872, -0.3326)  -0.7383
C (0.1056, 0.3224, 0.4095)  0.3365
N (0.3521, 1.2836, 0.9849)  -0.3953
H (-1.2737, -1.0450, -0.4404)  0.2765
H (0.2023, -1.7308, 0.2349)  0.2401
H (0.3059, -0.9130, -1.2899)  0.2774
C (-4.0555, -0.7770, -2.5213)  -0.7158
C (-5.4735, -0.3942, -2.4980)  0.2969
N (-6.5712, -0.0694, -2.5327)  -0.3519
H (-3.8139, -1.3492, -1.6321)  0.2664
H (-3.4722, 0.1452, -2.4834)  0.2504
H (-3.8412, -1.2424, -3.4787)  0.2531

Calculated values
E_LUMO ... -0.06 eV
Molar mass ... 287.37 g mol⁻¹
ΔE to the lowest compared entry with this formula, charge and spin ... 0.2776 eV
HOMO level ... -11.2 eV



3.
ORCA calculation (ωB97M-V with the def2-TZVPD basis set) on one molecule with the formula C14H21NO4.

Each line ends with the natural charge from an NBO analysis.
CARTESIAN COORDINATES (ANGSTROEM)
C (-5.8091, -0.5302, 1.1458)  -0.2510
O (-4.9132, 0.2249, 0.3674)  -0.5070
C (-3.6457, -0.2492, 0.1649)  0.2381
C (-3.1958, -1.4544, 0.6977)  -0.2956
C (-1.9158, -1.9150, 0.4664)  -0.1601
C (-1.0444, -1.1723, -0.3208)  -0.1842
C (0.3206, -1.6893, -0.5581)  0.7843
O (0.7677, -2.6856, -0.0400)  -0.6050
O (1.0093, -0.9335, -1.4258)  -0.5120
C (2.3529, -1.3250, -1.6912)  -0.0703
C (3.3060, -0.8295, -0.6075)  -0.4562
C (3.3014, 0.7075, -0.5298)  -0.2117
N (4.0533, 1.3046, 0.5535)  -0.4362
C (5.4736, 1.0389, 0.4986)  -0.4128
C (3.5079, 1.0388, 1.8664)  -0.4132
C (-1.4779, 0.0360, -0.8523)  -0.2119
C (-2.7605, 0.5183, -0.6227)  0.3209
O (-3.0115, 1.7154, -1.2199)  -0.5110
C (-4.2195, 2.4135, -1.0154)  -0.2402
H (-6.7347, 0.0439, 1.1568)  0.2014
H (-5.9994, -1.5129, 0.7032)  0.1796
H (-5.4490, -0.6535, 2.1719)  0.1791
H (-3.8576, -2.0505, 1.3048)  0.2216
H (-1.5812, -2.8505, 0.8856)  0.2351
H (2.3988, -2.4175, -1.7590)  0.2059
H (2.5945, -0.8795, -2.6589)  0.1878
H (4.3074, -1.1967, -0.8361)  0.2092
H (2.9909, -1.2528, 0.3475)  0.2189
H (3.7019, 1.1103, -1.4659)  0.1873
H (2.2667, 1.0488, -0.4348)  0.2002
H (5.9786, 1.7007, 1.2027)  0.1990
H (5.8404, 1.2557, -0.5034)  0.1974
H (5.7361, 0.0016, 0.7557)  0.1609
H (2.4391, 1.2460, 1.8601)  0.2008
H (3.6648, 0.0045, 2.2077)  0.1623
H (3.9869, 1.7072, 2.5826)  0.1980
H (-0.8199, 0.6332, -1.4620)  0.2393
H (-4.0987, 3.3484, -1.5628)  0.1888
H (-5.0772, 1.8680, -1.4138)  0.1825
H (-4.3877, 2.6314, 0.0412)  0.1799

Calculated values
E_LUMO ... 0.73 eV
Molar mass ... 267.32 g mol⁻¹
ΔE to the lowest compared entry with this formula, charge and spin ... 3.5609 eV
HOMO level ... -8.2 eV



4.
ORCA calculation (ωB97M-V with the def2-TZVPD basis set) on a 2-piece molecular cluster, C14H22BBrCl3O5S overall at a distorted geometry.

Each line ends with the natural charge from an NBO analysis.
CARTESIAN COORDINATES (ANGSTROEM)
C (-1.1401, -2.5438, -0.1553)  -0.7138
C (-0.2161, -2.8713, 1.0201)  0.8088
O (0.2780, -3.9229, 1.0460)  -0.5540
O (-0.0701, -1.9190, 2.0042)  -0.5775
C (1.1130, -2.0200, 2.7684)  0.8380
O (1.1657, -2.8666, 3.5696)  -0.5396
C (2.2789, -1.0269, 2.6388)  -0.7907
B (2.7637, -0.5949, 1.1358)  0.3076
Br (3.3566, -2.3709, 0.2410)  -0.2768
C (4.0924, 0.3711, 1.0854)  -0.7140
C (4.2969, 1.3458, 2.2829)  -0.1462
C (4.6640, 2.7614, 1.7226)  -0.6258
Cl (5.7524, 0.7991, 3.2437)  -0.1280
C (1.5807, 0.0349, 0.1517)  -0.1799
Cl (1.3844, -0.6261, -1.5081)  -0.0482
C (0.7623, 1.0322, 0.4489)  -0.0691
C (0.8062, 1.7523, 1.7865)  -0.6526
Cl (-0.4460, 1.6308, -0.7297)  -0.0928
H (-2.0018, -3.2245, -0.1062)  0.2167
H (-0.6119, -2.7406, -1.0904)  0.2617
H (-1.4585, -1.4972, -0.1658)  0.2287
H (2.0291, -0.1802, 3.3006)  0.2213
H (3.1292, -1.5415, 3.1084)  0.2593
H (4.0976, 0.8692, 0.1030)  0.2190
H (4.9632, -0.3007, 1.0740)  0.2515
H (3.4532, 1.4119, 2.9716)  0.2042
H (3.7948, 3.4390, 1.7195)  0.2026
H (5.4927, 3.2115, 2.2879)  0.2141
H (5.0251, 2.6897, 0.6878)  0.2118
H (0.0464, 2.5515, 1.7400)  0.2206
H (0.4809, 1.0864, 2.5936)  0.2280
H (1.7597, 2.2555, 1.9749)  0.2164
C (-4.7318, 1.3707, -2.7766)  -0.4055
C (-5.4052, 0.0277, -2.4700)  -0.4007
C (-4.6019, -1.0630, -3.1877)  -0.6811
S (-2.9191, -0.4459, -3.3120)  2.1818
O (-2.6070, -0.2429, -4.7053)  -0.9482
O (-2.0669, -1.2098, -2.4426)  -0.9272
C (-3.2385, 1.1450, -2.5631)  -0.6822
H (-5.1103, 2.1685, -2.1376)  0.2206
H (-4.9228, 1.6505, -3.8161)  0.2088
H (-5.3863, -0.1504, -1.3922)  0.2104
H (-6.4492, 0.0178, -2.7847)  0.2160
H (-4.5988, -1.9975, -2.6309)  0.2508
H (-4.9711, -1.2344, -4.1979)  0.2402
H (-2.6151, 1.9031, -3.0321)  0.2587
H (-2.9983, 1.0656, -1.5025)  0.2560

Calculated values
E_LUMO ... 2.11 eV
Molar mass ... 499.47 g mol⁻¹
HOMO level ... -5.4 eV
Net charge ... -1



> Among the records above, which one has the lowest HOMO level?

C14H21N7



> What is the HOMO level in the fourth record?

-5.4 eV